# 1
2 unconnected molecules or ions with the total composition C2H3ClN2 in a non-equilibrium geometry. Source: the Open Molecules 2025 dataset; level of theory: ωB97M-V/def2-TZVPD.

Energy above the lowest of the compared OMol25 structures with the same formula, charge and spin, eV: 4.936
E, eV: -17597.45399
Charge: +2
Orbital gap (spin up / spin down), eV: 6.99 / 7.00
HOMO energy (spin up / spin down), eV: -20.86 / -20.87

CARTESIAN COORDINATES (ANGSTROEM)
C -0.280 0.256 2.045
C -0.381 -0.691 -0.225
N -0.243 -0.175 0.981
N 0.581 0.785 -1.413
Cl -1.157 -1.961 -0.672
H -0.104 0.431 3.177
H 1.511 0.535 -1.612
H 0.073 0.821 -2.282

These are the natural (NBO) partial charges, in e, on atoms 1 to 4: C 0.70; C 0.34; N -0.37; N -0.48

# 2
C17H17FO4 in the gas phase in a non-equilibrium geometry. Source: the Open Molecules 2025 dataset; level of theory: ωB97M-V/def2-TZVPD.

E, eV: -28811.75123
Charge: 0
Orbital gap, eV: 8.65
HOMO energy, eV: -9.61
SMILES string: COCCCC1=CC(=O)c2c(CC(=O)F)cc(C)cc2C1=O

CARTESIAN COORDINATES (ANGSTROEM)
C -1.937 4.603 -1.896
O -2.616 3.663 -2.704
C -1.762 2.712 -3.309
C -1.014 1.826 -2.306
C -1.042 0.348 -2.676
C -0.201 -0.458 -1.720
C 1.110 -0.265 -1.547
C 1.886 -1.078 -0.594
O 3.036 -1.377 -0.806
C 1.122 -1.513 0.614
C 1.698 -1.673 1.885
C 3.158 -1.379 2.130
C 3.370 0.103 2.094
O 2.717 0.888 2.669
F 4.395 0.507 1.361
C 0.884 -2.069 2.941
C -0.476 -2.329 2.746
C -1.301 -2.784 3.917
C -1.033 -2.169 1.485
C -0.235 -1.752 0.425
C -0.819 -1.549 -0.925
O -1.727 -2.223 -1.340
H -2.085 4.387 -0.841
H -0.873 4.656 -2.117
H -2.366 5.584 -2.088
H -1.027 3.261 -3.907
H -2.353 2.123 -4.001
H 0.003 2.190 -2.212
H -1.453 1.934 -1.317
H -0.630 0.194 -3.671
H -2.058 -0.024 -2.656
H 1.631 0.489 -2.119
H 3.799 -1.888 1.426
H 3.442 -1.701 3.128
H 1.308 -2.172 3.928
H -2.355 -2.817 3.674
H -1.147 -2.118 4.761
H -0.966 -3.765 4.237
H -2.082 -2.365 1.332

These are the natural (NBO) partial charges, in e, on atoms 1 to 4: C -0.26; O -0.54; C -0.05; C -0.43

# 3
A molecular structure, C3H11N3O in a non-equilibrium geometry. Source: the Open Molecules 2025 dataset; level of theory: ωB97M-V/def2-TZVPD.

Energy above the lowest of the compared OMol25 structures with the same formula, charge and spin, eV: 4.956
E, eV: -9803.04500
Charge: 0
Orbital gap, eV: 8.07
HOMO energy, eV: -7.23

CARTESIAN COORDINATES (ANGSTROEM)
C -0.125 -0.899 1.042
C 2.020 -1.812 0.093
C 1.227 -0.638 0.505
N -0.736 2.284 0.213
N -1.272 0.665 -1.664
N -1.917 1.128 -0.681
O 1.646 0.466 0.348
H -0.110 -1.077 2.100
H -0.834 -0.179 0.827
H -0.494 -1.924 0.673
H 3.071 -1.591 0.365
H 1.722 -2.732 0.604
H 1.671 -1.953 -0.999
H -1.181 2.225 1.169
H 0.052 1.727 0.069
H -0.608 -0.212 -1.470
H -1.293 1.166 -2.497
H -0.653 3.211 -0.178

These are the natural (NBO) partial charges, in e, on atoms 1 to 4: C -0.75; C -0.72; C 0.59; N -0.87

# 4
2 unconnected molecules or ions with the total composition C3H10N2O2 in a non-equilibrium geometry. Source: the Open Molecules 2025 dataset; level of theory: ωB97M-V/def2-TZVPD.

Energy above the lowest of the compared OMol25 structures with the same formula, charge and spin, eV: 2.340
E, eV: -10347.14743
Charge: 0
Orbital gap, eV: 9.75
HOMO energy, eV: -9.41
SMILES string: CNC(=O)CN.O

CARTESIAN COORDINATES (ANGSTROEM)
C -1.874 -0.356 0.091
N -0.624 0.394 0.120
C -0.533 1.501 0.957
O -1.465 1.941 1.652
C 1.022 1.675 1.198
N 1.951 1.784 0.018
H -1.834 -1.326 0.318
H -2.280 -0.007 1.021
H -2.616 -0.022 -0.693
H 0.122 0.246 -0.511
H 1.345 0.801 1.784
H 1.289 2.639 1.698
H 2.167 0.843 -0.309
H 1.653 2.268 -0.758
O 0.402 -4.051 -2.479
H 1.253 -4.572 -2.475
H 0.021 -3.759 -1.631

These are the natural (NBO) partial charges, in e, on atoms 1 to 4: C -0.44; N -0.63; C 0.66; O -0.60

# 5
2 unconnected molecules or ions with the total composition C5H17N3. Source: the Open Molecules 2025 dataset; level of theory: ωB97M-V/def2-TZVPD.

Energy above the lowest of the compared OMol25 structures with the same formula, charge and spin, eV: 0.289
E, eV: -9928.83823
2S+1: 2
Charge: -1
Orbital gap (spin up / spin down), eV: 2.40 / 9.15
HOMO energy (spin up / spin down), eV: 1.32 / -5.54

CARTESIAN COORDINATES (ANGSTROEM)
C -0.256 -3.041 -1.606
N -1.146 -2.019 -1.095
C -0.413 -0.793 -0.804
C -2.211 -1.745 -2.041
H 0.545 -3.210 -0.888
H 0.206 -2.745 -2.563
H -0.822 -3.962 -1.772
H -1.097 -0.056 -0.386
H 0.381 -0.997 -0.087
H 0.062 -0.394 -1.714
H -2.916 -1.043 -1.589
H -2.737 -2.674 -2.272
H -1.824 -1.293 -2.967
C 0.236 3.189 0.780
N 1.371 2.663 1.549
C 1.622 1.247 1.292
N 0.854 0.353 2.145
H 0.135 4.257 0.952
H 0.358 3.041 -0.300
H -0.682 2.682 1.077
H 2.193 3.189 1.271
H 2.688 1.076 1.434
H 1.419 1.002 0.251
H 1.150 0.512 3.103
H -0.112 0.667 2.121

These are the natural (NBO) partial charges, in e, on atoms 1 to 4: C -0.44; N -0.44; C -0.57; C -0.49

# 6
A molecular structure, C30H34AsAuGeP. Source: the Open Molecules 2025 dataset; level of theory: ωB97M-V/def2-TZVPD.

E, eV: -161996.31116
Charge: -1
Orbital gap, eV: 4.02
HOMO energy, eV: -1.70

CARTESIAN COORDINATES (ANGSTROEM)
Au 0.245 1.161 3.122
C 0.355 5.207 2.633
Ge -0.666 4.203 4.008
C -2.466 4.120 3.177
C -0.825 5.524 5.468
C -0.050 2.505 4.520
H -0.180 6.119 2.342
H 0.500 4.582 1.746
H 1.343 5.482 3.013
H -2.853 5.099 2.872
H -3.165 3.658 3.879
H -2.411 3.472 2.296
H -1.333 6.417 5.089
H 0.162 5.818 5.832
H -1.399 5.127 6.308
H 0.447 2.431 5.488
C -0.266 -1.501 0.604
C 0.214 -2.212 -0.665
As -0.352 -1.309 -2.328
C -2.282 -1.350 -1.985
C -2.995 -2.476 -1.582
C -4.355 -2.397 -1.323
C -5.020 -1.183 -1.457
C -4.321 -0.054 -1.849
C -2.956 -0.139 -2.112
C -0.181 -2.830 -3.564
C 0.177 -2.509 -4.871
C 0.309 -3.497 -5.842
C 0.089 -4.824 -5.511
C -0.258 -5.160 -4.209
C -0.389 -4.168 -3.245
P 0.751 -0.169 1.342
C 1.103 0.855 -0.145
C 0.269 1.949 -0.366
C 0.435 2.750 -1.489
C 1.459 2.484 -2.387
C 2.309 1.410 -2.166
C 2.120 0.596 -1.055
C 2.339 -1.031 1.706
C 2.312 -2.287 2.311
C 3.479 -2.895 2.755
C 4.699 -2.252 2.603
C 4.738 -0.998 2.016
C 3.569 -0.390 1.578
H -0.400 -2.220 1.414
H -1.253 -1.056 0.459
H -0.187 -3.225 -0.688
H 1.302 -2.305 -0.689
H -2.491 -3.426 -1.457
H -4.896 -3.280 -1.005
H -6.080 -1.119 -1.244
H -4.829 0.898 -1.939
H -2.406 0.749 -2.401
H 0.354 -1.472 -5.133
H 0.587 -3.227 -6.853
H 0.191 -5.597 -6.263
H -0.425 -6.196 -3.941
H -0.645 -4.459 -2.235
H -0.499 2.185 0.364
H -0.220 3.599 -1.642
H 1.605 3.124 -3.250
H 3.113 1.197 -2.860
H 2.776 -0.253 -0.905
H 1.369 -2.797 2.459
H 3.430 -3.867 3.232
H 5.611 -2.720 2.953
H 5.682 -0.478 1.909
H 3.613 0.608 1.159

These are the natural (NBO) partial charges, in e, on atoms 1 to 4: Au 0.34; C -1.10; Ge 1.61; C -1.10

Question: Among the records above, which one has the highest E?
Answer: C3H11N3O

Question: Which value of E does entry 5 give?
Answer: -9928.83823 eV

Repeat the fifth record exactly.
2 unconnected molecules or ions with the total composition C5H17N3. Source: the Open Molecules 2025 dataset; level of theory: ωB97M-V/def2-TZVPD.

Energy above the lowest of the compared OMol25 structures with the same formula, charge and spin, eV: 0.289
E, eV: -9928.83823
2S+1: 2
Charge: -1
Orbital gap (spin up / spin down), eV: 2.40 / 9.15
HOMO energy (spin up / spin down), eV: 1.32 / -5.54

CARTESIAN COORDINATES (ANGSTROEM)
C -0.256 -3.041 -1.606
N -1.146 -2.019 -1.095
C -0.413 -0.793 -0.804
C -2.211 -1.745 -2.041
H 0.545 -3.210 -0.888
H 0.206 -2.745 -2.563
H -0.822 -3.962 -1.772
H -1.097 -0.056 -0.386
H 0.381 -0.997 -0.087
H 0.062 -0.394 -1.714
H -2.916 -1.043 -1.589
H -2.737 -2.674 -2.272
H -1.824 -1.293 -2.967
C 0.236 3.189 0.780
N 1.371 2.663 1.549
C 1.622 1.247 1.292
N 0.854 0.353 2.145
H 0.135 4.257 0.952
H 0.358 3.041 -0.300
H -0.682 2.682 1.077
H 2.193 3.189 1.271
H 2.688 1.076 1.434
H 1.419 1.002 0.251
H 1.150 0.512 3.103
H -0.112 0.667 2.121

These are the natural (NBO) partial charges, in e, on atoms 1 to 4: C -0.44; N -0.44; C -0.57; C -0.49